A molecular structure, C3H12N6O3Sn at a distorted geometry, computed with ωB97M-V/def2-TZVPD.

Summary:
- HOMO (alpha / beta): -18.67 / -18.67 eV
- Kohn-Sham gap (alpha / beta): 5.38 / 2.59 eV
- Multiplicity: 2
- Net charge: +3
- LUMO (alpha / beta): -0.4884 / -0.5911 Eh

```
25
Properties=species:S:1:pos:R:3:forces:R:3:lowdin_charge:R:1
Sn 0.537 9.718 -4.726 0.418 -1.113 -1.068 1.813
C -0.947 6.451 -5.956 2.839 2.232 -0.670 -0.593
O -0.091 7.292 -6.242 0.501 0.554 0.404 -0.004
N -0.851 5.163 -6.023 0.081 -2.040 -0.060 0.373
N -2.116 6.916 -5.549 -2.836 -0.163 1.063 0.456
H 0.026 4.763 -6.327 0.298 -0.381 -0.121 0.190
H -1.626 4.553 -5.805 -0.010 -0.450 -0.119 0.177
H -2.245 7.909 -5.415 -0.212 0.180 0.182 0.136
H -2.860 6.251 -5.396 -0.984 0.157 0.179 0.190
C -2.622 9.586 -2.662 0.245 -0.386 0.424 -0.703
O -1.620 8.915 -3.045 1.875 -0.310 -0.972 -0.172
N -2.916 9.945 -1.437 1.248 -0.355 1.721 0.235
N -3.538 9.914 -3.507 -1.722 0.927 -2.597 0.204
H -3.501 10.749 -1.261 -0.061 -0.315 0.345 0.153
H -2.455 9.445 -0.690 -0.004 0.516 0.317 0.153
H -4.351 10.393 -3.147 -0.284 -0.099 -0.738 0.152
H -3.366 9.774 -4.492 -0.559 0.493 0.263 0.119
C 2.585 9.552 -8.147 -1.640 0.791 -1.080 -0.783
O 2.054 9.105 -7.144 -2.886 -1.769 4.620 -0.122
N 3.622 10.260 -8.073 4.799 2.789 0.649 0.229
N 2.012 9.510 -9.318 -1.449 -1.105 -1.764 0.218
H 4.012 10.448 -7.161 0.303 -0.024 -0.411 0.147
H 3.992 10.723 -8.891 0.306 0.033 0.353 0.153
H 2.546 9.758 -10.139 -0.512 -0.265 -0.193 0.145
H 1.181 8.936 -9.343 0.246 0.104 -0.728 0.133
```
Forces are in eV/Å.

---

C3H7NO2 in the gas phase at a distorted geometry, computed with ωB97M-V/def2-TZVPD.

Summary:
- Structure (SMILES): C[C@H](N)C(=O)O
- HOMO: -9.09 eV
- Kohn-Sham gap: 9.74 eV
- Net charge: 0
- LUMO: 0.0240 Eh

```
13
Properties=species:S:1:pos:R:3:forces:R:3:lowdin_charge:R:1
C -0.060 -1.216 0.812 1.020 0.343 -1.238 -0.056
C -0.137 -0.133 -0.386 -1.974 0.216 3.286 -0.374
N 0.916 -0.295 -1.250 -4.190 -5.908 -1.339 0.073
C 0.048 1.327 0.267 -3.539 -2.164 -1.658 -0.494
O 1.037 1.925 0.387 2.924 0.791 0.307 0.163
O -1.114 2.005 0.459 -0.308 0.599 0.726 0.091
H -0.362 -2.234 0.408 0.093 1.244 0.647 0.075
H -0.698 -0.868 1.670 0.840 -0.747 -0.531 0.072
H 1.096 -1.280 0.979 -2.291 0.173 0.407 0.107
H -1.177 -0.128 -0.832 1.003 -0.088 0.253 0.141
H 1.476 0.390 -1.199 5.799 5.812 -0.491 -0.014
H 0.910 -1.022 -1.938 0.295 0.300 -0.065 0.106
H -1.936 1.530 0.624 0.327 -0.570 -0.303 0.110
```
Forces are in eV/Å.

---

A molecular structure, C4H4N2 at a distorted geometry, computed with ωB97M-V/def2-TZVPD.

Summary:
- HOMO: -9.63 eV
- Kohn-Sham gap: 9.83 eV
- Net charge: 0
- LUMO: 0.0076 Eh

```
10
Properties=species:S:1:pos:R:3:forces:R:3:lowdin_charge:R:1
C 0.562 0.640 0.225 0.004 -0.607 1.136 -0.117
C 1.294 -0.529 -0.325 -0.399 -1.027 -0.748 -0.151
N 0.631 -1.568 0.044 0.589 0.189 -0.377 0.055
N -0.181 -0.819 0.960 0.978 1.610 0.296 0.018
C -1.327 -0.335 0.289 -0.172 0.583 -0.730 -0.129
C -0.844 0.860 -0.085 -0.852 -0.376 -0.597 -0.082
H 1.149 1.502 0.507 0.253 0.010 0.769 0.112
H 2.165 -0.553 -0.969 -0.004 0.003 0.033 0.102
H -2.145 -0.912 -0.088 -0.396 -0.404 0.279 0.101
H -1.303 1.714 -0.557 0.000 0.020 -0.061 0.093
```
Forces are in eV/Å.

---

C7H16NOP in the gas phase at a distorted geometry, computed with ωB97M-V/def2-TZVPD.

Summary:
- HOMO (alpha / beta): -9.01 / -7.04 eV
- Kohn-Sham gap (alpha / beta): 9.01 / 6.87 eV
- Net charge: 0
- LUMO (alpha / beta): 0.0003 / -0.0062 Eh

```
26
Properties=species:S:1:pos:R:3:forces:R:3:lowdin_charge:R:1
C 2.468 -0.863 0.206 -1.312 1.826 2.166 -0.189
C 1.054 -1.178 0.814 2.804 -3.386 1.833 -0.278
C -1.910 -0.346 1.481 1.167 1.419 -1.242 -0.065
C -0.730 1.100 -0.396 -0.052 -1.523 -2.791 -0.107
C -2.947 0.030 -0.635 0.897 2.488 -2.167 -0.190
C 2.834 1.249 -0.960 0.072 -0.641 -1.190 -0.165
C -1.553 -0.074 -0.003 -2.224 -2.474 -0.766 -0.783
N 2.452 0.559 0.198 0.003 0.013 0.677 -0.028
O 0.391 -1.873 -0.144 -0.122 -1.676 -1.190 -0.491
P -0.937 -1.609 -0.978 -1.111 1.134 0.616 1.018
H 3.238 -1.207 0.892 0.250 -0.168 -0.075 0.123
H 2.525 -1.251 -0.751 0.357 -1.321 -1.877 0.091
H 1.196 -1.989 1.660 -0.288 1.960 -1.000 0.162
H 0.596 -0.290 1.143 -0.441 0.639 0.623 0.062
H -1.745 0.619 1.953 -0.364 0.112 0.559 0.091
H -2.937 -0.652 1.535 -0.226 -0.345 0.480 0.071
H -1.212 -1.017 1.894 0.388 -1.064 0.936 0.040
H 0.285 1.017 -0.033 0.127 0.586 -0.256 0.032
H -1.247 1.950 -0.043 -0.205 1.515 0.065 0.071
H -0.802 0.936 -1.589 0.746 1.370 2.495 0.118
H -2.909 0.478 -1.679 0.007 -0.645 0.968 0.097
H -3.388 -0.906 -0.702 -1.012 -1.912 -0.154 0.023
H -3.630 0.662 -0.104 -0.267 0.558 0.612 0.075
H 3.893 1.147 -1.077 0.937 -0.502 -0.679 0.087
H 2.297 1.280 -1.933 0.067 -1.551 0.304 0.107
H 2.720 2.229 -0.750 -0.197 3.588 1.056 0.029
```
Forces are in eV/Å.

---

A molecular structure, C17H18Cl2NOS4Y at a distorted geometry, computed with ωB97M-V/def2-TZVPD.

Summary:
- HOMO: -13.47 eV
- Kohn-Sham gap: 6.17 eV
- Net charge: +2
- LUMO: -0.2682 Eh

```
44
Properties=species:S:1:pos:R:3:forces:R:3:lowdin_charge:R:1
Y 0.335 -1.697 0.394 1.542 1.745 -1.518 1.256
Cl -0.240 -2.381 -2.318 -0.384 0.168 0.449 0.664
C 1.115 -3.317 -2.877 0.847 -0.616 -0.137 -0.645
C 0.941 -4.135 -3.979 -0.085 0.156 0.020 -0.092
C 2.021 -4.870 -4.445 -0.102 0.222 0.130 -0.045
C 3.236 -4.810 -3.787 0.119 0.077 0.121 -0.073
C 3.397 -4.007 -2.665 -0.619 0.110 -0.166 -0.690
Cl 4.897 -3.965 -1.839 0.213 -0.091 -0.072 0.726
C 2.330 -3.218 -2.196 0.152 0.006 0.096 -0.704
S 2.637 -2.108 -0.859 -1.348 0.197 0.856 0.545
H -0.017 -4.180 -4.472 -0.086 -0.030 -0.061 0.114
H 1.911 -5.473 -5.332 -0.006 -0.109 -0.012 0.123
H 4.078 -5.378 -4.145 0.124 -0.107 -0.022 0.119
C -4.406 1.565 3.393 -0.178 0.035 0.109 -0.021
C -2.951 1.455 3.105 0.231 0.050 -0.041 -0.240
C -2.154 2.590 2.963 -0.155 -0.196 -0.013 0.008
C -0.788 2.484 2.774 0.257 -0.194 0.018 -0.082
C -0.197 1.229 2.739 0.494 0.299 -0.026 -0.421
C -0.978 0.087 2.868 0.089 -0.242 0.064 -0.160
C -2.346 0.201 3.034 0.242 -0.038 -0.005 -0.029
S 1.568 1.096 2.360 -1.074 -0.498 0.868 1.022
C 2.078 0.123 3.808 0.115 0.234 -0.286 -0.190
O 1.543 0.098 1.193 -0.367 -1.457 -0.320 -0.739
H -4.846 2.442 2.927 -0.060 0.005 -0.056 0.094
H -4.542 1.665 4.470 -0.071 0.022 0.056 0.106
H -4.939 0.671 3.081 -0.105 0.003 -0.066 0.089
H -2.618 3.564 2.993 -0.006 0.108 0.042 0.133
H -0.181 3.369 2.658 0.056 0.119 -0.015 0.117
H -0.525 -0.914 2.928 -0.036 0.171 0.037 0.085
H -2.948 -0.690 3.129 -0.092 -0.080 0.088 0.127
H 1.392 -0.699 4.001 -0.095 0.039 -0.107 0.055
H 2.076 0.802 4.658 -0.006 0.078 0.035 0.080
H 3.084 -0.259 3.649 0.062 0.117 -0.134 0.074
S -1.598 0.120 -0.676 0.190 -0.706 0.484 0.564
C -0.745 1.420 -1.354 -0.048 0.468 -0.502 -1.046
N -0.943 1.804 -2.601 -0.135 -0.271 0.466 -0.028
C -0.206 2.955 -3.086 0.391 0.325 -0.393 -0.183
C 0.243 3.729 -1.853 -0.079 0.008 0.322 -0.342
S 0.301 2.489 -0.490 0.027 0.134 -0.557 1.001
H -1.570 1.295 -3.210 0.013 -0.122 0.098 0.161
H -0.848 3.556 -3.733 0.100 -0.036 0.112 0.141
H 0.658 2.620 -3.675 -0.169 -0.020 0.095 0.139
H -0.477 4.494 -1.556 0.094 -0.059 -0.056 0.093
H 1.226 4.177 -1.974 -0.048 -0.027 -0.003 0.094
```
Forces are in eV/Å.

---

C10H15N3O2 in the gas phase, computed with ωB97M-V/def2-TZVPD.

Summary:
- Structure (SMILES): Cc1cc(C)nc(NC(C)(C)C(=O)O)n1
- HOMO: -8.36 eV
- Kohn-Sham gap: 9.06 eV
- Net charge: 0
- LUMO: 0.0257 Eh

```
30
Properties=species:S:1:pos:R:3:forces:R:3:lowdin_charge:R:1
C 2.712 2.653 -0.002 0.002 -0.023 0.001 -0.029
C 2.296 1.215 0.000 0.303 -0.283 -0.001 -0.320
C 3.228 0.185 0.000 -0.166 0.069 0.000 -0.001
C 2.737 -1.118 0.001 -0.015 0.229 0.001 -0.332
C 3.655 -2.300 0.001 -0.032 0.008 0.000 -0.035
N 1.438 -1.364 0.002 -0.067 -0.362 0.000 0.165
C 0.613 -0.310 0.001 0.475 0.048 0.001 -0.369
N -0.701 -0.612 0.003 -0.282 -0.452 0.000 0.119
C -1.789 0.337 0.000 0.023 0.466 -0.003 -0.454
C -1.747 1.218 1.258 -0.142 -0.016 -0.076 -0.010
C -1.746 1.212 -1.262 -0.138 -0.015 0.076 -0.009
C -3.128 -0.390 0.000 -0.294 0.155 0.010 -0.482
O -4.190 0.171 0.004 0.063 0.102 -0.003 0.121
O -3.032 -1.726 -0.004 0.239 -0.601 -0.004 0.117
N 0.993 0.970 0.000 -0.281 0.148 0.000 0.156
H 3.318 2.868 0.876 0.062 0.065 0.033 0.082
H 3.310 2.868 -0.886 0.061 0.064 -0.033 0.082
H 1.834 3.292 0.002 -0.012 0.036 0.000 0.075
H 4.287 0.386 -0.001 0.125 0.023 0.000 0.113
H 4.301 -2.272 0.877 0.081 -0.031 0.033 0.081
H 3.072 -3.215 0.010 0.008 -0.042 0.000 0.074
H 4.287 -2.282 -0.886 0.081 -0.032 -0.034 0.081
H -0.917 -1.596 0.002 0.070 0.061 0.000 0.133
H -1.756 0.597 2.152 -0.016 -0.052 0.100 0.094
H -0.832 1.802 1.242 -0.019 0.032 0.025 0.069
H -2.609 1.878 1.274 -0.075 0.061 0.012 0.088
H -2.607 1.873 -1.281 -0.075 0.061 -0.012 0.088
H -1.756 0.588 -2.153 -0.016 -0.053 -0.100 0.094
H -0.830 1.795 -1.248 -0.019 0.032 -0.026 0.069
H -3.919 -2.121 -0.005 0.055 0.301 0.001 0.140
```
Forces are in eV/Å.

---

We obtain molar mass values of 298.9 89.1 80.1 161.2 540.4 209.2 g mol⁻¹ for the records listed above, in that order.